# C28H50CuN5O2Si4Te

C28H50CuN5O2Si4Te as an isolated structure (ωB97M-V/def2-TZVPD, OMol25).

Values from the calculation:
E ... -4587.725833 Ha
Kohn-Sham gap ... 5.65 eV
LUMO ... -0.5 eV
Highest occupied orbital energy ... -6.142 eV

```
! RIJCOSX wB97M-V def2-TZVPD def2/J DEFGRID3
* xyz 0 1
Cu 0.12 -1.74 1.57
O -3.88 -4.29 4.22
C -4.47 -4.10 3.03
C -5.82 -4.42 2.91
C -6.48 -4.28 1.70
C -5.80 -3.80 0.58
C -4.46 -3.47 0.70
C -3.78 -3.61 1.91
C -2.33 -3.25 1.95
O -1.82 -2.65 0.97
N -1.67 -3.62 3.06
N -0.40 -3.16 3.01
C 0.52 -3.70 3.69
C 1.89 -3.17 3.46
C 2.95 -3.43 4.32
C 4.20 -2.89 4.03
C 4.35 -2.11 2.91
C 3.23 -1.89 2.11
N 2.04 -2.41 2.36
H -2.92 -4.12 4.08
H -6.33 -4.81 3.78
H -7.53 -4.55 1.63
H -6.31 -3.71 -0.37
H -3.89 -3.13 -0.16
H 0.34 -4.52 4.38
H 2.78 -4.04 5.20
H 5.03 -3.08 4.70
H 5.30 -1.68 2.64
H 3.29 -1.27 1.23
C -3.45 0.86 -2.45
C -2.20 0.85 -1.54
N -2.21 -0.35 -0.73
C -3.28 -0.28 0.26
C -4.63 -0.03 -0.46
N -4.37 -0.22 -1.94
C -3.76 -1.58 -2.18
C -2.34 -1.55 -1.54
H -3.21 0.62 -3.49
H -3.99 1.81 -2.42
H -2.19 1.71 -0.87
H -1.30 0.89 -2.13
H -3.05 0.53 0.96
H -3.29 -1.21 0.82
H -4.99 0.99 -0.33
H -5.40 -0.72 -0.15
H -5.25 -0.17 -2.44
H -3.74 -1.76 -3.25
H -4.41 -2.32 -1.71
H -1.57 -1.54 -2.31
H -2.19 -2.42 -0.90
C 3.08 2.28 -3.66
Si 2.10 1.00 -2.68
C 0.69 0.66 -3.90
C 3.09 -0.60 -2.62
Si 1.81 1.83 -0.50
Te 0.33 0.85 1.24
Si 0.98 4.02 -0.74
C 0.57 4.72 0.95
C -0.59 4.12 -1.78
C 2.14 5.27 -1.54
Si 4.01 2.08 0.32
C 5.13 0.56 0.13
C 5.03 3.41 -0.54
C 3.92 2.55 2.12
H 3.50 1.84 -4.57
H 3.89 2.73 -3.09
H 2.41 3.10 -3.96
H 1.15 0.50 -4.88
H 0.00 1.51 -3.99
H 0.10 -0.24 -3.66
H 3.19 -1.05 -3.62
H 2.60 -1.33 -1.97
H 4.09 -0.42 -2.22
H -0.10 4.04 1.50
H 0.09 5.70 0.87
H 1.48 4.83 1.55
H -1.49 3.94 -1.18
H -0.59 3.39 -2.61
H -0.68 5.12 -2.23
H 2.97 5.54 -0.87
H 1.60 6.19 -1.78
H 2.59 4.89 -2.47
H 5.75 0.68 -0.77
H 4.59 -0.39 0.01
H 5.80 0.46 0.99
H 5.20 3.16 -1.59
H 6.02 3.48 -0.05
H 4.57 4.40 -0.50
H 3.33 1.83 2.70
H 3.43 3.53 2.23
H 4.92 2.62 2.56
*
```

---

# C28H50I4N3O12P2S

An isolated ion of composition C28H50I4N3O12P2S and charge +1 (ωB97M-V/def2-TZVPD, OMol25).

Values from the calculation:
E ... -4435.283439 Ha
Kohn-Sham gap ... 6.28 eV
LUMO ... -3.3 eV
Highest occupied orbital energy ... -9.579 eV

```
! RIJCOSX wB97M-V def2-TZVPD def2/J DEFGRID3
* xyz 1 1
C 6.31 -1.03 0.79
C 5.22 -0.62 -0.22
O 4.09 -0.98 0.00
O 5.58 0.09 -1.32
C 4.45 0.65 -2.00
C 3.89 1.93 -1.33
C 2.68 2.50 -2.10
C 2.03 3.75 -1.41
C 0.46 3.72 -1.58
C -0.06 2.65 -0.57
C -1.41 1.93 -0.88
P -2.42 3.42 -1.41
O -3.95 3.09 -1.95
O -2.59 4.51 -0.16
C -1.15 1.30 -2.33
C -2.20 0.12 -2.18
P -2.23 -0.76 -3.87
N -0.86 -0.29 -4.85
O -3.50 -0.15 -4.78
N -2.06 -0.56 -0.83
C -0.96 -1.57 -1.00
C 0.27 -1.51 -1.93
C 1.41 -2.54 -1.52
C 0.84 -3.88 -0.95
S 2.28 -4.84 -0.44
O 3.28 -4.77 -1.47
O 2.80 -4.19 0.74
O 1.84 -6.36 -0.12
C -3.35 -1.36 -0.73
I -5.10 -1.11 -1.99
C -3.60 -2.31 0.20
C -4.89 -3.15 0.25
I -2.28 -2.88 1.77
C -1.92 0.73 0.06
C -3.37 1.22 0.42
C -4.18 0.56 1.58
C -5.68 0.50 1.20
N -6.27 1.66 0.59
O -6.40 -0.44 1.46
C -1.21 0.61 1.46
I -1.56 2.37 2.77
C 0.32 0.36 1.77
C 1.34 -0.28 0.81
I 1.46 2.13 2.57
H 7.23 -0.44 0.69
H 6.48 -2.12 0.71
H 5.87 -0.86 1.79
H 4.84 0.97 -2.99
H 3.66 -0.09 -2.24
H 4.71 2.68 -1.40
H 3.65 1.70 -0.27
H 3.03 2.82 -3.11
H 1.94 1.70 -2.26
H 2.48 4.70 -1.72
H 2.23 3.62 -0.32
H 0.13 4.75 -1.36
H 0.28 3.54 -2.65
H -0.23 3.26 0.34
H 0.80 2.00 -0.33
H -4.13 3.52 -2.79
H -1.88 5.16 -0.29
H -1.61 1.92 -3.12
H -0.12 1.10 -2.64
H -3.08 0.78 -2.29
H 0.01 -0.40 -4.34
H -0.98 0.70 -5.11
H -3.64 0.75 -4.45
H -1.43 -2.53 -1.31
H -0.53 -1.79 -0.01
H 0.04 -1.87 -2.95
H 0.80 -0.56 -2.07
H 1.94 -2.83 -2.45
H 2.19 -2.08 -0.89
H 0.37 -4.40 -1.81
H 0.17 -3.77 -0.09
H 2.35 -6.60 0.68
H -5.78 -2.54 0.46
H -4.84 -3.92 1.04
H -4.97 -3.73 -0.69
H -4.05 1.20 -0.46
H -3.41 2.29 0.70
H -3.82 -0.40 1.97
H -4.21 1.22 2.47
H -7.27 1.64 0.75
H -6.03 1.72 -0.40
H -1.75 -0.14 2.06
H 0.36 -0.26 2.67
H 2.34 -0.13 1.26
H 1.21 -1.38 0.88
H 1.42 0.08 -0.22
C 2.20 -0.82 7.25
C 3.54 -0.63 6.60
O 3.19 -0.46 5.22
C 1.92 -0.02 5.18
O 1.38 0.38 4.18
O 1.33 -0.09 6.39
H 2.16 -0.43 8.27
H 1.88 -1.87 7.27
H 4.05 0.26 6.94
H 4.20 -1.49 6.73
*
```

---

Repeat the first record exactly.
# C28H50CuN5O2Si4Te

C28H50CuN5O2Si4Te as an isolated structure (ωB97M-V/def2-TZVPD, OMol25).

Values from the calculation:
E ... -4587.725833 Ha
Kohn-Sham gap ... 5.65 eV
LUMO ... -0.5 eV
Highest occupied orbital energy ... -6.142 eV

```
! RIJCOSX wB97M-V def2-TZVPD def2/J DEFGRID3
* xyz 0 1
Cu 0.12 -1.74 1.57
O -3.88 -4.29 4.22
C -4.47 -4.10 3.03
C -5.82 -4.42 2.91
C -6.48 -4.28 1.70
C -5.80 -3.80 0.58
C -4.46 -3.47 0.70
C -3.78 -3.61 1.91
C -2.33 -3.25 1.95
O -1.82 -2.65 0.97
N -1.67 -3.62 3.06
N -0.40 -3.16 3.01
C 0.52 -3.70 3.69
C 1.89 -3.17 3.46
C 2.95 -3.43 4.32
C 4.20 -2.89 4.03
C 4.35 -2.11 2.91
C 3.23 -1.89 2.11
N 2.04 -2.41 2.36
H -2.92 -4.12 4.08
H -6.33 -4.81 3.78
H -7.53 -4.55 1.63
H -6.31 -3.71 -0.37
H -3.89 -3.13 -0.16
H 0.34 -4.52 4.38
H 2.78 -4.04 5.20
H 5.03 -3.08 4.70
H 5.30 -1.68 2.64
H 3.29 -1.27 1.23
C -3.45 0.86 -2.45
C -2.20 0.85 -1.54
N -2.21 -0.35 -0.73
C -3.28 -0.28 0.26
C -4.63 -0.03 -0.46
N -4.37 -0.22 -1.94
C -3.76 -1.58 -2.18
C -2.34 -1.55 -1.54
H -3.21 0.62 -3.49
H -3.99 1.81 -2.42
H -2.19 1.71 -0.87
H -1.30 0.89 -2.13
H -3.05 0.53 0.96
H -3.29 -1.21 0.82
H -4.99 0.99 -0.33
H -5.40 -0.72 -0.15
H -5.25 -0.17 -2.44
H -3.74 -1.76 -3.25
H -4.41 -2.32 -1.71
H -1.57 -1.54 -2.31
H -2.19 -2.42 -0.90
C 3.08 2.28 -3.66
Si 2.10 1.00 -2.68
C 0.69 0.66 -3.90
C 3.09 -0.60 -2.62
Si 1.81 1.83 -0.50
Te 0.33 0.85 1.24
Si 0.98 4.02 -0.74
C 0.57 4.72 0.95
C -0.59 4.12 -1.78
C 2.14 5.27 -1.54
Si 4.01 2.08 0.32
C 5.13 0.56 0.13
C 5.03 3.41 -0.54
C 3.92 2.55 2.12
H 3.50 1.84 -4.57
H 3.89 2.73 -3.09
H 2.41 3.10 -3.96
H 1.15 0.50 -4.88
H 0.00 1.51 -3.99
H 0.10 -0.24 -3.66
H 3.19 -1.05 -3.62
H 2.60 -1.33 -1.97
H 4.09 -0.42 -2.22
H -0.10 4.04 1.50
H 0.09 5.70 0.87
H 1.48 4.83 1.55
H -1.49 3.94 -1.18
H -0.59 3.39 -2.61
H -0.68 5.12 -2.23
H 2.97 5.54 -0.87
H 1.60 6.19 -1.78
H 2.59 4.89 -2.47
H 5.75 0.68 -0.77
H 4.59 -0.39 0.01
H 5.80 0.46 0.99
H 5.20 3.16 -1.59
H 6.02 3.48 -0.05
H 4.57 4.40 -0.50
H 3.33 1.83 2.70
H 3.43 3.53 2.23
H 4.92 2.62 2.56
*
```